1.
Below is a structure of composition C21H25ClN2PSY in a non-equilibrium geometry, with properties calculated with the ωB97M-V functional and the def2-TZVPD basis.

```
52
Properties=species:S:1:pos:R:3:forces:R:3
Y 0.000 0.000 0.000 -6.3 9.1 -6.4
Cl -1.549 1.685 -0.708 -1.2 2.2 -1.5
P 1.436 0.474 -1.725 6.4 1.5 -6.8
C 1.868 -0.981 -2.747 -0.2 -0.2 -0.1
C 3.174 -1.479 -2.834 -0.1 -0.2 0.1
C 3.446 -2.598 -3.622 -0.2 0.1 0.1
C 2.421 -3.223 -4.330 -0.1 0.2 0.1
C 1.117 -2.729 -4.247 0.0 0.1 0.0
C 0.836 -1.618 -3.455 0.3 -0.3 0.2
C 0.793 1.687 -2.927 0.5 -1.5 -0.5
C 0.556 2.991 -2.468 -0.6 1.9 0.2
C 0.086 3.966 -3.343 0.1 0.0 0.2
C -0.167 3.644 -4.678 -0.1 1.1 0.9
C 0.053 2.345 -5.136 0.5 -1.9 0.2
C 0.533 1.367 -4.264 -0.5 0.3 -0.9
C 3.070 1.156 -1.260 0.1 0.4 0.5
C 3.324 1.452 0.086 0.1 0.1 -0.3
C 4.573 1.924 0.481 0.0 0.1 -0.1
C 5.579 2.123 -0.466 -0.3 -0.1 0.1
C 5.331 1.842 -1.810 -0.3 -0.1 0.0
C 4.084 1.357 -2.206 0.1 0.4 -0.1
H 0.724 3.224 -1.420 0.1 0.1 -0.2
H -0.100 4.973 -2.979 0.1 -0.2 -0.1
H -0.546 4.402 -5.357 0.1 -0.1 0.1
H -0.155 2.089 -6.171 0.1 0.0 0.1
H 0.697 0.354 -4.618 0.0 0.4 -0.1
H 3.977 -0.995 -2.286 -0.1 -0.3 -0.1
H 4.462 -2.980 -3.681 -0.2 0.1 0.0
H 2.635 -4.095 -4.943 -0.1 0.1 0.1
H 0.314 -3.214 -4.795 0.1 0.1 0.1
H -0.178 -1.233 -3.378 0.0 -0.2 -0.1
H 2.533 1.317 0.818 0.2 0.0 0.1
H 4.759 2.147 1.529 0.0 0.0 -0.2
H 6.550 2.501 -0.159 -0.2 -0.1 0.0
H 6.107 2.001 -2.553 -0.1 0.0 0.1
H 3.895 1.139 -3.253 0.1 0.1 0.1
H 0.422 -1.481 -0.123 3.0 -7.4 -0.2
H 1.231 -0.335 0.872 6.5 -2.5 3.9
C -4.072 0.339 4.186 -0.7 0.3 0.9
N -3.374 0.146 2.932 3.2 -2.6 -0.6
C -2.260 -0.731 2.732 -4.2 -1.5 5.3
S -1.249 -0.404 1.509 -5.3 -2.4 7.1
N -1.983 -1.879 3.543 -0.8 3.3 -2.2
C -2.963 -2.613 4.316 -0.6 -0.8 0.7
H -3.622 -0.233 5.018 -0.2 0.2 -0.7
H -5.143 0.077 4.063 0.6 0.1 0.3
H -3.999 1.409 4.476 -0.1 -0.6 -0.3
H -3.624 0.795 2.170 0.7 -0.7 0.5
H -1.046 -2.306 3.476 -0.8 0.7 -0.3
H -2.983 -3.665 3.962 0.1 0.6 0.2
H -2.679 -2.603 5.388 -0.4 0.0 -0.6
H -3.990 -2.227 4.180 0.8 -0.1 0.1
```
Positions in Å, forces in eV/Å.

spin multiplicity = 1
net charge = +2

---

2.
Below is the molecule C21H25ClN4O3S in a non-equilibrium geometry, with properties calculated with the ωB97M-V functional and the def2-TZVPD basis.

```
55
Properties=species:S:1:pos:R:3:forces:R:3
O -0.296 -1.992 -1.620 -0.3 -0.2 -0.3
C 0.018 -1.558 -0.526 0.0 0.0 0.4
C -0.944 -1.546 0.660 -0.1 -0.1 0.0
C -1.454 -0.120 0.923 0.0 0.0 -0.1
C -2.401 0.329 -0.192 0.4 0.5 0.3
N -3.505 -0.585 -0.372 -1.0 0.1 0.6
S -4.734 -0.400 0.743 -0.1 0.4 -0.4
O -4.260 -0.021 2.050 0.0 0.2 -0.2
O -5.601 -1.535 0.646 0.0 -0.1 -0.3
C -5.564 1.022 0.035 0.3 -0.2 0.3
C -5.749 2.175 0.776 0.0 0.0 0.0
C -6.401 3.242 0.176 0.0 -0.2 -0.1
C -6.829 3.090 -1.135 0.0 0.3 0.3
N -6.650 1.985 -1.841 -0.1 -0.2 -0.5
C -6.031 0.970 -1.267 0.1 -0.2 0.1
C -3.084 -1.943 -0.651 -0.1 -0.8 0.0
C -2.140 -2.479 0.424 0.2 0.1 -0.3
N 1.250 -1.023 -0.326 0.3 0.2 -0.2
C 1.859 -0.601 0.915 0.2 -0.1 0.4
C 3.076 -1.501 1.201 -0.2 0.3 0.1
N 4.035 -1.468 0.122 -0.1 -0.4 0.2
C 5.041 -0.512 0.094 0.3 0.2 0.1
C 6.063 -0.607 -0.860 -0.1 0.0 0.0
C 7.110 0.289 -0.887 0.0 0.1 0.1
C 7.173 1.306 0.053 -0.2 -0.1 0.1
Cl 8.485 2.434 0.023 0.2 0.1 0.0
C 6.189 1.414 1.019 0.2 0.0 -0.1
C 5.136 0.519 1.036 -0.2 -0.2 0.0
C 3.404 -1.895 -1.111 -0.2 0.2 -0.3
C 2.195 -1.005 -1.427 0.1 -0.2 -0.4
H -0.412 -1.911 1.545 0.0 0.1 -0.1
H -0.628 0.589 0.994 0.0 0.0 0.0
H -2.010 -0.110 1.863 0.2 0.0 0.0
H -2.823 1.309 0.044 0.2 0.1 -0.1
H -1.866 0.393 -1.145 -0.1 0.1 0.0
H -5.387 2.212 1.793 0.0 0.1 0.1
H -6.572 4.163 0.711 0.0 0.1 0.0
H -7.342 3.890 -1.652 0.0 0.1 0.0
H -5.898 0.075 -1.859 0.0 -0.1 -0.1
H -3.988 -2.549 -0.696 0.2 -0.1 -0.1
H -2.585 -1.948 -1.623 -0.1 0.0 0.1
H -1.784 -3.466 0.124 0.0 0.0 0.1
H -2.696 -2.572 1.360 0.0 -0.1 0.0
H 1.159 -0.652 1.745 0.0 0.0 0.0
H 2.193 0.437 0.801 -0.1 0.0 0.1
H 3.555 -1.223 2.140 0.0 0.0 0.0
H 2.726 -2.536 1.293 0.0 0.1 0.1
H 6.055 -1.408 -1.582 0.0 -0.1 0.0
H 7.885 0.194 -1.631 0.1 0.0 -0.1
H 6.237 2.202 1.753 0.0 0.1 0.1
H 4.384 0.646 1.798 -0.1 0.0 0.0
H 4.106 -1.853 -1.940 0.0 -0.1 0.0
H 3.070 -2.930 -0.987 0.0 0.0 -0.1
H 1.676 -1.362 -2.318 0.1 0.1 0.1
H 2.535 0.026 -1.587 0.0 0.0 0.0
```
Positions in Å, forces in eV/Å.

energy above the lowest of the compared OMol25 structures with the same formula, charge and spin = 199.8 kJ/mol
structure (SMILES) = O=C(C1CCN(S(=O)(=O)c2cccnc2)CC1)N1CCN(c2ccc(Cl)cc2)CC1
spin multiplicity = 1
net charge = 0

---

3.
Below is the molecule C21H25F3N4O3, with properties calculated with the ωB97M-V functional and the def2-TZVPD basis.

```
56
Properties=species:S:1:pos:R:3:forces:R:3
O -0.561 -1.687 -1.099 0.1 0.0 -0.1
C -1.422 -1.542 -0.261 -0.2 -0.5 0.1
C -2.311 -2.677 0.230 -0.2 0.2 -0.2
C -3.780 -2.435 -0.121 0.1 -0.4 -0.2
O -4.257 -1.372 0.683 -0.1 0.1 0.2
C -5.510 -0.869 0.452 -0.1 0.2 0.1
C -6.428 -1.408 -0.438 0.3 -0.2 0.0
C -7.671 -0.811 -0.584 -0.1 0.1 0.0
C -8.006 0.313 0.146 -0.1 0.0 -0.1
C -7.088 0.848 1.036 0.1 0.0 0.0
C -5.848 0.265 1.190 0.1 -0.1 0.0
N -1.689 -0.359 0.361 -0.1 0.4 0.4
C -1.156 0.871 -0.030 -0.1 0.3 -0.3
C -1.823 2.003 -0.460 0.1 -0.3 0.1
C -0.805 2.928 -0.704 -0.1 -0.3 0.1
N 0.378 2.408 -0.444 0.4 0.6 -0.2
N 0.167 1.160 -0.025 -0.8 -0.2 0.1
C 1.249 0.305 0.411 0.5 -0.4 0.2
C 2.122 -0.136 -0.771 -0.2 0.2 -0.2
C 2.978 1.033 -1.261 -0.1 -0.3 -0.3
N 3.806 1.506 -0.175 -0.2 0.3 0.1
C 5.094 1.203 0.065 0.2 -0.1 -0.5
O 5.677 1.586 1.064 0.2 0.0 0.3
C 5.846 0.397 -1.004 0.2 0.0 0.4
C 7.027 -0.318 -0.347 -0.2 -0.1 0.2
C 6.571 -1.625 0.262 0.2 -0.1 -0.1
F 7.530 -2.215 0.991 0.3 0.1 0.1
F 5.501 -1.501 1.060 -0.2 0.3 0.2
F 6.215 -2.522 -0.682 0.0 -0.1 -0.3
C 3.009 2.074 0.895 0.1 0.3 0.5
C 2.103 0.992 1.485 -0.1 0.2 -0.2
H -2.215 -2.772 1.313 0.0 -0.1 0.0
H -1.976 -3.599 -0.244 0.0 0.1 0.0
H -3.875 -2.181 -1.185 0.0 0.0 0.1
H -4.360 -3.346 0.079 0.0 0.1 -0.1
H -6.193 -2.288 -1.016 0.0 -0.1 0.0
H -8.379 -1.237 -1.279 -0.1 0.0 -0.1
H -8.976 0.771 0.024 -0.1 0.0 0.0
H -7.339 1.726 1.612 0.0 0.1 0.1
H -5.124 0.670 1.881 0.1 0.0 0.1
H -2.572 -0.314 0.859 0.2 -0.1 0.0
H -2.879 2.128 -0.579 -0.2 0.0 0.0
H -0.886 3.936 -1.059 0.0 0.2 -0.1
H 0.776 -0.581 0.847 0.0 0.2 -0.1
H 1.484 -0.515 -1.569 0.0 0.0 0.0
H 2.768 -0.948 -0.432 0.1 -0.1 0.0
H 3.576 0.749 -2.124 0.0 0.0 0.0
H 2.321 1.858 -1.553 0.2 -0.1 -0.1
H 5.200 -0.334 -1.487 0.0 0.1 -0.1
H 6.212 1.096 -1.757 -0.1 0.0 -0.1
H 7.817 -0.549 -1.062 0.0 0.0 0.0
H 7.423 0.311 0.456 0.0 -0.1 -0.1
H 3.689 2.455 1.658 -0.1 0.0 -0.1
H 2.403 2.888 0.490 0.2 -0.1 0.1
H 2.727 0.230 1.957 0.0 0.0 0.0
H 1.458 1.432 2.247 0.0 0.0 0.1
```
Positions in Å, forces in eV/Å.

energy above the lowest of the compared OMol25 structures with the same formula, charge and spin = 6.4 kJ/mol
structure (SMILES) = O=C(CCOc1ccccc1)Nc1ccnn1C1CCN(C(=O)CCC(F)(F)F)CC1
spin multiplicity = 1
net charge = 0

---

4.
Below is a cluster of 4 separate species, C21H25F3NOS in total, with properties calculated with the ωB97M-V functional and the def2-TZVPD basis.

```
52
Properties=species:S:1:pos:R:3:forces:R:3
N -1.685 1.222 0.554 0.1 0.0 0.0
C -2.313 -0.075 0.519 0.0 0.0 0.0
C -1.903 -1.171 1.559 0.0 0.0 0.1
C -0.835 -0.789 2.587 -0.1 -0.1 0.1
S 0.806 -1.196 2.015 0.1 -0.1 0.0
O 1.042 -0.282 0.727 0.1 -0.1 0.0
H -1.743 1.734 1.421 -0.1 0.0 0.0
H -0.760 1.267 0.157 0.0 0.0 0.1
H -3.388 0.075 0.621 0.0 0.0 0.0
H -2.162 -0.484 -0.480 0.0 0.1 0.0
H -2.784 -1.449 2.140 0.0 0.0 0.0
H -1.592 -2.090 1.050 0.0 0.0 0.0
H -0.888 -1.443 3.469 -0.1 0.1 0.0
H -0.871 0.246 2.921 0.1 0.0 -0.1
H 1.527 -0.486 2.909 0.0 0.0 0.1
H 1.374 -0.830 -0.012 0.0 0.1 0.0
F 0.265 -1.477 -5.904 0.0 0.0 0.0
C 0.443 -0.855 -4.731 0.0 0.0 0.0
C -0.005 -1.474 -3.582 0.0 0.0 0.0
C 0.168 -0.813 -2.374 0.1 0.0 0.0
C 0.777 0.436 -2.333 0.0 -0.1 0.1
C 1.225 1.029 -3.506 0.0 0.0 0.0
C 1.060 0.383 -4.720 0.0 0.0 0.0
H -0.493 -2.437 -3.645 0.0 0.0 0.0
H -0.205 -1.277 -1.466 -0.1 0.0 0.0
H 0.890 0.962 -1.393 0.0 0.1 -0.1
H 1.692 2.004 -3.479 0.0 0.0 0.0
H 1.389 0.825 -5.650 0.0 0.0 0.0
F 2.260 -2.893 5.100 0.0 0.0 0.0
C 3.281 -2.107 5.532 -0.1 0.0 0.0
C 3.938 -1.338 4.596 0.0 0.1 -0.2
C 4.966 -0.504 5.012 0.0 0.0 0.1
C 5.322 -0.468 6.353 0.0 0.0 0.0
C 4.645 -1.259 7.272 0.0 0.0 0.0
C 3.607 -2.090 6.870 0.0 0.0 0.0
H 3.660 -1.420 3.552 0.1 0.0 0.0
H 5.490 0.109 4.291 0.0 0.0 0.0
H 6.127 0.174 6.682 0.0 0.0 0.0
H 4.925 -1.232 8.317 0.0 0.0 0.0
H 3.065 -2.711 7.570 0.0 0.0 0.0
F -4.271 4.361 -3.139 0.0 0.0 0.0
C -3.899 3.183 -3.677 0.0 0.0 0.0
C -3.250 2.266 -2.875 0.0 0.0 0.0
C -2.871 1.056 -3.438 0.0 0.0 0.0
C -3.134 0.781 -4.773 0.0 0.0 0.0
C -3.788 1.725 -5.553 0.0 0.0 0.0
C -4.179 2.940 -5.007 0.0 0.0 0.0
H -3.051 2.502 -1.838 0.0 0.0 0.0
H -2.357 0.324 -2.827 0.0 0.0 0.0
H -2.831 -0.164 -5.205 0.0 0.0 0.0
H -3.997 1.518 -6.594 0.0 0.0 0.0
H -4.691 3.691 -5.593 0.0 0.0 0.0
```
Positions in Å, forces in eV/Å.

spin multiplicity = 1
net charge = +1

---

In order of appearance, E = -2161.788157 -2118.359468 -1559.628894 -1642.673546 Eh.